# 1
# C54H46N8O16

A 9-piece molecular cluster, C54H46N8O16 overall in a non-equilibrium geometry (the ωB97M-V functional and the def2-TZVPD basis, the Open Molecules 2025 dataset).

Calculated values
Total charge: 0
LUMO, eV: -0.81
Energy above the lowest of the compared OMol25 structures with the same formula, charge and spin, kJ/mol: 0.0
SMILES string: O=[N+]([O-])c1ccccc1.O=[N+]([O-])c1ccccc1.O=[N+]([O-])c1ccccc1.O=[N+]([O-])c1ccccc1.O=[N+]([O-])c1ccccc1.O=[N+]([O-])c1ccccc1.O=[N+]([O-])c1ccccc1.O=[N+]([O-])c1ccccc1.c1ccccc1

Each line ends with the Löwdin charge.
Geometry (Å):
1 C 39.441 22.709 -29.439  -0.0976
2 C 39.993 21.778 -30.313  -0.0898
3 C 39.399 20.524 -30.375  -0.1076
4 C 38.284 20.219 -29.619  -0.1179
5 C 37.709 21.181 -28.807  -0.0934
6 C 38.302 22.434 -28.697  -0.0843
7 H 39.927 23.678 -29.394  0.0999
8 H 40.863 22.012 -30.909  0.0999
9 H 39.728 19.837 -31.148  0.1026
10 H 37.760 19.300 -29.859  0.0978
11 H 36.791 20.945 -28.284  0.0927
12 H 37.796 23.208 -28.135  0.1020
13 C 40.533 15.540 -20.747  -0.0664
14 C 41.448 16.560 -20.472  -0.0594
15 C 42.446 16.846 -21.382  -0.0030
16 C 42.408 16.299 -22.656  -0.1482
17 C 41.452 15.364 -22.968  0.0034
18 C 40.557 14.918 -21.995  -0.0583
19 N 43.306 16.839 -23.677  -0.3198
20 O 44.107 17.689 -23.326  0.0795
21 O 43.272 16.395 -24.811  0.0693
22 H 39.865 15.155 -19.989  0.1097
23 H 41.480 17.026 -19.497  0.1112
24 H 43.294 17.491 -21.184  0.1218
25 H 41.324 15.025 -23.991  0.1099
26 H 39.848 14.105 -22.077  0.1113
27 C 34.922 19.838 -21.034  -0.0622
28 C 35.976 20.574 -21.574  -0.0650
29 C 36.399 20.408 -22.888  -0.0043
30 C 35.710 19.489 -23.696  -0.1444
31 C 34.642 18.781 -23.180  -0.0062
32 C 34.234 18.970 -21.870  -0.0666
33 N 36.066 19.297 -25.103  -0.3285
34 O 35.537 18.381 -25.710  0.0548
35 O 36.833 20.098 -25.598  0.0869
36 H 34.552 19.948 -20.025  0.1088
37 H 36.495 21.366 -21.049  0.1112
38 H 37.236 21.000 -23.228  0.1217
39 H 34.181 18.024 -23.801  0.1219
40 H 33.411 18.399 -21.462  0.1130
41 C 35.403 15.969 -30.020  -0.0470
42 C 35.072 16.615 -28.842  -0.0835
43 C 34.657 15.940 -27.713  -0.0214
44 C 34.906 14.583 -27.639  -0.1585
45 C 35.431 13.886 -28.732  -0.0017
46 C 35.638 14.587 -29.919  -0.0510
47 N 34.663 13.886 -26.361  -0.3359
48 O 34.336 14.525 -25.379  0.0704
49 O 34.792 12.681 -26.350  0.0722
50 H 35.613 16.550 -30.905  0.1073
51 H 34.963 17.695 -28.873  0.1112
52 H 34.194 16.488 -26.905  0.1118
53 H 35.617 12.824 -28.707  0.1044
54 H 36.009 14.040 -30.775  0.1064
55 C 39.773 17.558 -27.457  -0.0386
56 C 40.785 16.605 -27.327  -0.0463
57 C 40.517 15.331 -26.865  0.0013
58 C 39.170 15.011 -26.679  -0.1336
59 C 38.155 15.932 -26.863  -0.0251
60 C 38.445 17.238 -27.224  -0.0513
61 N 38.841 13.609 -26.341  -0.3122
62 O 37.703 13.218 -26.555  0.0413
63 O 39.694 12.964 -25.763  0.0831
64 H 40.031 18.522 -27.880  0.1049
65 H 41.810 16.936 -27.417  0.0932
66 H 41.322 14.627 -26.708  0.1128
67 H 37.133 15.580 -26.824  0.0943
68 H 37.621 17.922 -27.373  0.0897
69 C 37.483 10.352 -23.231  -0.0578
70 C 37.438 10.095 -21.867  -0.0585
71 C 36.581 10.884 -21.098  -0.0079
72 C 35.778 11.871 -21.658  -0.1462
73 C 35.924 12.151 -23.009  -0.0102
74 C 36.795 11.426 -23.789  -0.0518
75 N 34.799 12.587 -20.860  -0.3577
76 O 34.742 12.316 -19.677  0.0769
77 O 34.083 13.393 -21.404  0.0736
78 H 38.197 9.772 -23.806  0.1097
79 H 37.969 9.339 -21.310  0.1066
80 H 36.515 10.639 -20.045  0.1157
81 H 35.340 12.890 -23.546  0.0961
82 H 37.025 11.704 -24.808  0.0817
83 C 36.376 15.621 -22.448  -0.0443
84 C 37.184 15.769 -23.563  -0.0349
85 C 38.174 16.760 -23.553  -0.0026
86 C 38.292 17.601 -22.467  -0.1722
87 C 37.564 17.378 -21.302  -0.0257
88 C 36.633 16.389 -21.308  -0.0649
89 N 39.276 18.679 -22.545  -0.3435
90 O 39.585 19.210 -21.491  0.0656
91 O 39.746 18.979 -23.623  0.0813
92 H 35.631 14.839 -22.455  0.0744
93 H 36.966 15.162 -24.432  0.0889
94 H 38.861 16.891 -24.379  0.1065
95 H 37.685 17.998 -20.425  0.1247
96 H 36.043 16.165 -20.426  0.1177
97 C 37.300 9.664 -29.740  -0.0715
98 C 38.351 9.172 -30.511  -0.0663
99 C 39.661 9.327 -30.076  0.0011
100 C 39.893 9.991 -28.877  -0.1424
101 C 38.844 10.423 -28.077  -0.0017
102 C 37.540 10.258 -28.501  -0.0632
103 N 41.273 10.215 -28.461  -0.3484
104 O 42.161 9.694 -29.116  0.0779
105 O 41.453 10.885 -27.466  0.0794
106 H 36.271 9.487 -30.025  0.1048
107 H 38.147 8.666 -31.444  0.1052
108 H 40.486 8.978 -30.677  0.1173
109 H 39.150 10.930 -27.168  0.0941
110 H 36.717 10.626 -27.905  0.0994
111 C 46.573 17.253 -27.492  -0.0695
112 C 45.255 17.156 -27.120  -0.0602
113 C 44.539 16.042 -27.536  -0.0067
114 C 45.056 15.217 -28.518  -0.1352
115 C 46.352 15.403 -28.995  -0.0106
116 C 47.125 16.405 -28.461  -0.0652
117 N 44.188 14.174 -29.070  -0.3471
118 O 43.019 14.179 -28.720  0.0611
119 O 44.643 13.412 -29.886  0.0940
120 H 47.165 18.076 -27.106  0.1084
121 H 44.950 17.830 -26.331  0.1022
122 H 43.512 15.889 -27.249  0.0715
123 H 46.661 14.759 -29.809  0.1188
124 H 48.136 16.515 -28.826  0.1066

***

# 2
# C21H33N3O2

C21H33N3O2 as an isolated structure in a non-equilibrium geometry (the ωB97M-V functional and the def2-TZVPD basis, the Open Molecules 2025 dataset).

Calculated values
Total charge: 0
LUMO, eV: 0.69
Energy above the lowest of the compared OMol25 structures with the same formula, charge and spin, kJ/mol: 2296.0

Each line ends with the natural charge from an NBO analysis.
Geometry (Å):
1 C 0.534 4.623 -3.405  -0.6310
2 H 0.226 5.637 -3.134  0.2120
3 C -0.813 3.652 -3.081  -0.1836
4 N -0.618 2.374 -3.404  -0.6100
5 C -0.430 1.658 -2.396  0.7735
6 O -0.246 2.039 -1.282  -0.6607
7 N 0.235 0.442 -2.762  -0.4833
8 C 0.011 -0.319 -4.123  -0.2556
9 H -0.093 -1.391 -4.088  0.2018
10 H -0.749 0.182 -4.607  0.1875
11 C 1.534 -0.188 -4.880  0.0115
12 O 2.347 -1.049 -4.478  -0.4988
13 C 3.492 -0.637 -4.898  -0.2671
14 H 4.130 0.144 -4.651  0.2037
15 H 4.179 -1.562 -4.525  0.1735
16 H 3.747 -0.802 -6.037  0.1630
17 H 1.284 0.024 -5.830  0.1569
18 H 1.862 1.090 -4.632  0.0823
19 C 0.526 -0.776 -1.607  -0.1994
20 H 1.556 -1.195 -2.080  0.2058
21 H 0.802 -0.040 -0.900  0.2573
22 C -0.334 -1.623 -1.296  -0.3407
23 C 0.131 -2.999 -0.663  -0.3224
24 C 0.971 -2.653 0.627  -0.4074
25 C -0.287 -2.156 1.559  -0.1685
26 N -0.543 -0.714 1.105  -0.5180
27 C -1.036 0.553 1.935  -0.0341
28 C 0.188 0.658 2.860  -0.4414
29 C -0.042 0.252 4.109  -0.0529
30 C 0.708 0.055 5.315  -0.2134
31 C 0.139 -0.768 6.364  -0.1992
32 C -1.270 -1.128 6.323  -0.2122
33 C -1.940 -0.987 5.301  -0.1833
34 C -1.517 -0.186 4.148  0.0253
35 C -2.147 0.069 2.836  -0.3684
36 H -2.727 0.657 3.010  0.1618
37 H -2.874 -0.907 2.466  0.1741
38 H -2.729 -1.260 5.335  0.1593
39 H -1.501 -1.659 7.237  0.2105
40 H 0.927 -0.859 7.145  0.2166
41 H 1.787 0.474 5.382  0.2103
42 H 0.434 1.940 2.876  0.2065
43 H 1.175 0.606 2.366  0.2737
44 H -1.267 1.355 1.221  0.2464
45 C -1.391 -0.977 -0.245  -0.2580
46 H -1.788 0.072 -0.342  0.2112
47 H -2.252 -1.448 0.224  0.1892
48 H 0.387 -1.598 2.710  0.1805
49 H -1.057 -2.686 1.880  0.1678
50 H 1.763 -2.092 0.343  0.2228
51 H 1.062 -3.686 1.095  0.2111
52 H 0.670 -3.427 -1.386  0.1852
53 H -0.892 -3.724 -0.328  0.1936
54 H -1.135 -1.736 -1.962  0.2433
55 H -0.175 2.210 -4.228  0.3989
56 H -1.386 4.074 -3.786  0.1721
57 H -1.172 3.910 -2.209  0.2207
58 H 0.864 4.524 -4.572  0.1876
59 H 1.313 4.192 -2.791  0.2123

***

| no. | E_tot (eV) |
| --- | --- |
| 1 | -101403.2522 |
| 2 | -30856.0295 |